{
  "formula": "C29H50Br16FNO4P",
  "method": "ωB97M-V/def2-TZVPD",
  "de_lowest_kcal_mol": 0.0,
  "total_energy_ha": -43115.94616,
  "total_charge": 1,
  "homo_energy_ev": -10.99,
  "elements": ["C", "C", "F", "C", "C", "N", "C", "P", "O", "O", "O", "C", "C", "O", "C", "C", "C", "C", "C", "C", "H", "H", "H", "H", "H", "H", "H", "H", "H", "H", "H", "H", "H", "H", "H", "H", "H", "H", "Br", "C", "C", "Br", "H", "H", "H", "H", "Br", "C", "C", "Br", "H", "H", "H", "H", "Br", "C", "C", "Br", "H", "H", "H", "H", "Br", "C", "C", "Br", "H", "H", "H", "H", "Br", "C", "C", "Br", "H", "H", "H", "H", "Br", "C", "C", "Br", "H", "H", "H", "H", "Br", "C", "C", "Br", "H", "H", "H", "H", "Br", "C", "C", "Br", "H", "H", "H", "H"],
  "xyz": [[2.6743, 4.9829, -1.1803], [1.3577, 4.0861, -1.3162], [1.4876, 3.3759, -2.5267], [1.0878, 3.1792, -0.0696], [2.2876, 2.6775, 0.8059], [2.3981, 1.3896, 0.8999], [1.3614, 0.6603, 0.1416], [2.0209, -0.4950, -1.1715], [2.5119, -1.7209, -0.4515], [0.8927, -0.9778, -2.2456], [3.3676, 0.1980, -1.8737], [0.3321, 1.7984, -0.2390], [-0.6759, 1.5725, -1.4292], [-1.5498, 0.4673, -1.2200], [-2.7322, 0.9383, -0.6170], [-3.8026, 1.6400, -1.3333], [-4.9824, 2.0817, -0.5729], [-5.1375, 1.8136, 0.8732], [-4.0440, 1.0924, 1.5273], [-2.8473, 0.6699, 0.8250], [3.0218, 5.0864, -0.1214], [3.4413, 4.5071, -1.8524], [2.4321, 5.9996, -1.5788], [0.5153, 4.8296, -1.4101], [0.4553, 3.7318, 0.6856], [2.9755, 3.3706, 1.3432], [3.1233, 0.8993, 1.4396], [0.7294, -0.0035, 0.7952], [1.0452, -1.9457, -2.3595], [4.1201, -0.2567, -1.4377], [-0.3681, 1.7957, 0.6548], [-1.2563, 2.5308, -1.5749], [-0.0715, 1.4537, -2.3752], [-3.6963, 1.8476, -2.4263], [-5.8241, 2.6516, -1.0466], [-6.0501, 2.1565, 1.4230], [-4.1304, 0.8971, 2.6265], [-2.0395, 0.1273, 1.3826], [1.2933, 3.8179, 4.3915], [0.6018, 5.2576, 3.2745], [-0.8606, 5.5110, 3.5360], [-1.9786, 4.1477, 2.7045], [0.8086, 4.9822, 2.2431], [1.1963, 6.1319, 3.5386], [-1.1710, 6.4513, 3.0809], [-1.1137, 5.5237, 4.5938], [-4.2552, -0.1857, 4.4041], [-3.5029, -0.6495, 6.1425], [-2.0678, -0.2043, 6.2513], [-0.8780, -1.3935, 5.2661], [-3.6328, -1.7227, 6.2677], [-4.1238, -0.1270, 6.8697], [-1.7283, -0.2559, 7.2854], [-1.8998, 0.8001, 5.8676], [-4.1116, -4.9546, 5.2498], [-5.4437, -5.4008, 6.6020], [-6.1786, -4.1730, 7.0686], [-5.0879, -3.1198, 8.2926], [-4.9222, -5.9194, 7.4020], [-6.1260, -6.0942, 6.1112], [-7.0633, -4.4489, 7.6423], [-6.4707, -3.5121, 6.2551], [-2.4592, -2.3395, -3.9811], [-2.4197, -4.0585, -3.0645], [-2.4945, -3.8838, -1.5702], [-0.7850, -3.2993, -0.8403], [-1.5179, -4.5715, -3.3919], [-3.2926, -4.5973, -3.4319], [-2.7015, -4.8358, -1.0820], [-3.2377, -3.1524, -1.2598], [6.6582, 1.5285, -6.3284], [5.2612, 1.1628, -5.0205], [4.5706, 2.4281, -4.5866], [5.6665, 3.4392, -3.3305], [5.7299, 0.6251, -4.1991], [4.5620, 0.5003, -5.5296], [3.6549, 2.1970, -4.0418], [4.3374, 3.0967, -5.4126], [1.9549, -1.2256, -8.7265], [3.8191, -1.3501, -8.1753], [4.0510, -2.5480, -7.2908], [3.3967, -2.2335, -5.4805], [4.0712, -0.4067, -7.6955], [4.3842, -1.4432, -9.1020], [5.1177, -2.7397, -7.1773], [3.5609, -3.4497, -7.6511], [10.4731, 2.5625, -7.0051], [9.9539, 4.3959, -7.4112], [10.1237, 5.2935, -6.2128], [8.6882, 5.0298, -4.9222], [8.9304, 4.3612, -7.7788], [10.6156, 4.7060, -8.2195], [10.0541, 6.3409, -6.5055], [11.0599, 5.1306, -5.6834], [-5.6217, -9.7772, 5.7712], [-6.9554, -10.2270, 7.1184], [-7.6910, -8.9998, 7.5884], [-6.6027, -7.9499, 8.8177], [-6.4350, -10.7483, 7.9189], [-7.6379, -10.9178, 6.6242], [-8.5767, -9.2770, 8.1593], [-7.9811, -8.3370, 6.7760]]
}



{
  "formula": "C29H50GaP2",
  "method": "ωB97M-V/def2-TZVPD",
  "de_lowest_kcal_mol": 17.5,
  "total_energy_ha": -3741.98733,
  "total_charge": 1,
  "homo_energy_ev": [-8.99, -8.88],
  "elements": ["Ga", "C", "C", "C", "C", "C", "C", "H", "H", "H", "C", "H", "H", "H", "C", "H", "H", "H", "C", "H", "H", "H", "C", "H", "H", "H", "C", "C", "C", "C", "C", "C", "C", "C", "H", "H", "H", "H", "H", "H", "H", "H", "H", "H", "H", "H", "P", "C", "C", "P", "C", "C", "C", "H", "H", "H", "H", "H", "H", "H", "H", "H", "H", "H", "H", "H", "H", "C", "C", "C", "C", "C", "C", "H", "H", "H", "H", "H", "H", "H", "H", "H"],
  "xyz": [[-0.3832, -3.1514, -3.9206], [0.1583, 1.5485, 1.7960], [0.5097, 2.3536, 0.6850], [-1.3488, 1.1531, 0.1107], [-0.9950, 0.7982, 1.4512], [-0.4323, 2.1330, -0.3464], [0.7690, 1.6316, 3.1464], [1.8586, 1.4909, 3.0983], [0.3645, 0.8550, 3.8058], [0.5631, 2.6106, 3.6175], [-1.6313, -0.1993, 2.3529], [-1.0767, -0.2612, 3.3021], [-1.6137, -1.2104, 1.9151], [-2.6765, 0.0597, 2.5906], [-2.4637, 0.6265, -0.6929], [-3.3495, 0.5559, -0.0492], [-2.2191, -0.3628, -1.1133], [-2.7311, 1.2822, -1.5302], [-0.5398, 2.9228, -1.5861], [-0.7100, 3.9787, -1.3407], [-1.3671, 2.6029, -2.2204], [0.3759, 2.8768, -2.1803], [1.6799, 3.2418, 0.5995], [1.3490, 4.2794, 0.4834], [2.3347, 2.9941, -0.2492], [2.2674, 3.1734, 1.5183], [2.4318, -1.8824, 0.5805], [3.3894, -1.2769, 1.3117], [4.2203, -0.0872, 0.8858], [4.7731, -0.1573, -0.5753], [4.0057, 0.6142, -1.5673], [2.8430, 0.2259, -2.0950], [1.8505, -0.8123, -1.5932], [2.4639, -2.0376, -0.8966], [5.1032, -0.0380, 1.5605], [4.7844, -1.2004, -0.9011], [3.6660, 0.8694, 1.0316], [3.5121, -2.1980, -1.1916], [1.5359, -2.3168, 1.0333], [3.5742, -1.5931, 2.3459], [1.8861, -2.9438, -1.1376], [1.1224, -0.3254, -0.9271], [2.5114, 0.7027, -3.0303], [1.2670, -1.0688, -2.5021], [5.8197, 0.1704, -0.5668], [4.5664, 1.3788, -2.0869], [3.0208, -3.3127, -3.5852], [3.9562, -4.9090, -3.5444], [4.5328, -2.2743, -4.0133], [0.9798, -2.2381, -5.5620], [2.3318, -3.4992, -5.2980], [1.9722, -0.6834, -5.7241], [0.8646, -2.5033, -7.3865], [3.2661, -5.7384, -3.7499], [4.3701, -5.0035, -2.5308], [4.7817, -4.9055, -4.2739], [5.1708, -2.8227, -4.7289], [5.1099, -2.1155, -3.0867], [4.2728, -1.2886, -4.4344], [1.8836, -2.7333, -7.7571], [0.5302, -1.5435, -7.8149], [0.1736, -3.3290, -7.6124], [1.8864, -4.5089, -5.3987], [3.1208, -3.3412, -6.0557], [1.3770, -0.0074, -6.3590], [2.9117, -0.9127, -6.2563], [2.2012, -0.1835, -4.7718], [-5.4272, -2.9985, -1.3140], [-3.9542, -3.0906, -0.8491], [-3.8523, -1.9013, 0.1075], [-3.6470, -4.3298, -0.0008], [-2.8918, -2.9672, -1.9098], [-1.8977, -3.0803, -2.6631], [-5.9650, -3.2120, -0.3815], [-5.7271, -3.6971, -2.0965], [-5.7216, -1.9810, -1.6351], [-4.5030, -1.9997, 0.9879], [-2.8126, -1.7908, 0.4169], [-4.1702, -1.0161, -0.4412], [-3.7281, -5.2352, -0.6021], [-2.6130, -4.2363, 0.3590], [-4.3111, -4.3890, 0.8717]]
}